w | Below is a cluster of 2 separate species, C4H10IN2S in total, with properties calculated with the ωB97M-V functional and the def2-TZVPD basis.

Atoms and positions in Å:
C -0.27 1.78 0.54
C 0.00 1.24 -0.79
C -0.59 0.32 0.18
C 0.92 2.26 1.34
N -0.35 -2.73 -1.39
N 0.14 -0.88 0.55
S 0.72 1.29 -2.21
I -2.69 -0.20 -0.07
H -1.14 2.42 0.64
H 1.79 1.64 1.17
H 0.69 2.28 2.41
H 1.16 3.27 1.02
H -0.13 -1.98 -0.57
H -1.35 -2.71 -1.57
H 1.14 -0.68 0.58
H -0.14 -1.18 1.49
H -0.08 -3.66 -1.08
H 0.17 -2.47 -2.24

Properties
Total charge: +1
LUMO level, eV: -4.5
Molar mass, g/mol: 245.1

Mulliken atomic charge list, values in e, 2 entries:
1. C 0.320
2. C -0.020

---

x | Below is a cluster of 2 separate species, C4H10IN2S in total, with properties calculated with the ωB97M-V functional and the def2-TZVPD basis.

Atoms and positions in Å:
C 0.30 0.01 -2.12
C 0.96 -0.24 2.73
C -0.12 -0.59 -1.01
C -0.40 1.05 -3.01
N -0.32 -0.17 2.43
N -1.29 -0.34 -0.09
S 1.54 0.59 4.04
I 0.82 -2.56 -0.39
H 1.14 -0.39 -2.65
H -0.46 0.75 -4.02
H 0.20 1.90 -2.93
H -1.37 1.22 -2.71
H -0.97 0.29 3.10
H -0.73 -0.37 1.42
H 1.48 -0.79 2.06
H -1.90 -1.13 -0.04
H -1.69 0.49 -0.53
H 2.81 0.29 3.74

Properties
Total charge: +1
LUMO level, eV: -4.1
Molar mass, g/mol: 245.1

Mulliken atomic charge list, values in e, 2 entries:
1. C 0.061
2. C 0.302

---

What should be chosen as the least stable of them? Choose x.

---

w | Below is a cluster of 2 separate species, C6H14 in total, with properties calculated with the ωB97M-V functional and the def2-TZVPD basis.

Atoms and positions in Å:
C -2.46 -0.74 0.26
C -1.18 -0.28 0.98
C -0.01 -0.06 0.07
C 0.87 -1.07 -0.03
C 1.51 -1.59 -1.29
C 2.69 -0.67 -0.89
H -3.15 -0.96 1.08
H -2.93 0.09 -0.28
H -2.44 -1.63 -0.38
H -0.94 -1.02 1.75
H -1.54 0.62 1.50
H -1.80 6.87 1.12
H 0.22 0.97 -0.18
H 1.09 -1.63 0.88
H 0.89 -1.21 -2.09
H -1.61 6.19 1.36
H 1.64 -2.66 -1.29
H 2.42 0.32 -1.23
H 3.12 -0.62 0.11
H 3.63 -0.91 -1.45

Properties
LUMO level, eV: 1.1
SMILES: CC/C=C/CC.[H][H]
Molar mass, g/mol: 86.2

Mulliken atomic charge list, values in e, 2 entries:
1. C -1.087
2. C -0.620

---

x | Below is an isolated molecule of C6H14, with properties calculated with the ωB97M-V functional and the def2-TZVPD basis.

Atoms and positions in Å:
C 3.19 0.29 0.40
C 1.88 -0.15 -0.26
C 0.63 0.46 0.29
C -0.59 -0.26 -0.27
C -1.89 0.36 0.21
C -3.13 -0.28 -0.40
H 4.09 0.43 -0.21
H 3.17 0.86 1.34
H 2.92 -0.82 0.56
H 2.00 -0.20 -1.33
H 1.74 -1.43 0.03
H 0.60 1.53 0.05
H 0.65 0.39 1.39
H -0.55 -1.32 0.00
H -0.54 -0.22 -1.37
H -1.94 0.29 1.30
H -1.88 1.44 -0.03
H -3.12 -0.19 -1.50
H -4.04 0.19 -0.03
H -3.18 -1.35 -0.16

Properties
LUMO level, eV: 1.2
SMILES: CCCCCC
Molar mass, g/mol: 86.2

Mulliken atomic charge list, values in e, 2 entries:
1. C -0.951
2. C -0.346

---

What should be chosen as the least stable of them? Choose w.

---

w | Below is a cluster of 3 separate species, C7H11NO in total, with properties calculated with the ωB97M-V functional and the def2-TZVPD basis.

Atoms and positions in Å:
C -2.23 0.11 1.14
C -2.02 1.68 0.40
C -0.89 1.24 -0.74
C 0.49 0.70 -0.37
C 0.81 -0.58 -0.23
C 2.75 0.25 1.13
C 0.05 -1.50 -1.04
H -2.88 0.30 2.02
H -2.33 -0.88 0.37
H -1.32 -0.28 1.50
H -3.09 1.77 -0.29
H -1.80 2.41 1.25
H -1.57 0.66 -1.50
H -0.50 2.12 -1.37
H 1.07 1.47 -0.09
H 3.44 -0.41 2.23
H 1.69 1.30 1.49
H 3.48 0.68 0.19
N -0.88 -1.97 -1.70
O 2.02 -0.86 0.55

Properties
LUMO level, eV: 0.0
Molar mass, g/mol: 125.2

Mulliken atomic charge list, values in e, 2 entries:
1. C -0.916
2. C -0.437

---

x | Below is a structure of composition C7H11NO, with properties calculated with the ωB97M-V functional and the def2-TZVPD basis.

Atoms and positions in Å:
C -1.21 0.22 0.46
C 1.82 0.36 1.32
C 1.05 -0.80 0.73
C -1.03 0.57 -0.94
N -2.23 -0.60 0.95
C -0.21 -0.64 -0.93
C -1.12 1.66 -1.69
C 1.22 -0.67 -1.03
O 0.86 -1.88 1.25
H -0.91 0.98 1.18
H -2.69 -1.15 0.23
H -1.91 -1.22 1.70
H -0.69 -1.61 -0.94
H 2.87 0.30 1.04
H 1.43 1.31 0.97
H 1.75 0.31 2.41
H -1.72 2.50 -1.37
H -0.68 1.71 -2.67
H 1.72 0.25 -1.32
H 1.67 -1.60 -1.35

Properties
LUMO level, eV: 0.8
Molar mass, g/mol: 125.2

Mulliken atomic charge list, values in e, 2 entries:
1. C -0.693
2. C -1.398

---

y | Below is an isolated molecule of C7H11NO, with properties calculated with the ωB97M-V functional and the def2-TZVPD basis.

Atoms and positions in Å:
C 1.16 0.00 0.01
C -1.38 1.65 0.07
C 1.88 -0.50 1.26
C 1.92 -0.39 -1.26
N -1.38 0.19 -0.01
C -0.24 -0.62 -0.04
C -2.64 -0.33 -0.05
C -3.75 -0.78 -0.08
O -0.34 -1.85 -0.11
H 1.16 1.08 0.05
H -1.93 2.05 -0.79
H -0.40 2.10 0.08
H -1.90 1.95 0.99
H 1.89 -1.59 1.32
H 1.45 0.05 -2.14
H 2.92 -0.15 1.28
H 1.38 -0.13 2.16
H 2.96 -0.04 -1.22
H 1.94 -1.48 -1.40
H -4.73 -1.20 -0.11

Properties
LUMO level, eV: 0.8
SMILES: C#CN(C)C(=O)C(C)C
Molar mass, g/mol: 125.2

Mulliken atomic charge list, values in e, 2 entries:
1. C 0.954
2. C -0.948

---

What should be chosen as the least stable of them? Choose w.

---

w | Below is a cluster of 2 separate species, C7H11NO in total, with properties calculated with the ωB97M-V functional and the def2-TZVPD basis.

Atoms and positions in Å:
C -0.15 1.59 -1.35
C -1.08 0.75 -1.94
N -0.86 -0.51 -1.51
C 0.22 -0.52 -0.63
C 0.62 0.79 -0.47
C 1.61 1.25 0.57
C 0.81 -1.91 1.27
C 0.71 -1.79 -0.04
H -0.22 2.66 -1.43
H -1.73 1.07 -2.74
H -1.38 -1.31 -1.81
H 2.49 0.61 0.64
H 1.94 2.25 0.28
H 1.07 1.29 1.51
H 0.36 -1.11 1.86
H 1.22 -2.66 1.94
H 1.03 -2.52 -0.77
H -1.99 0.13 1.92
H -1.66 -0.34 3.37
O -1.47 0.34 2.72

Properties
LUMO level, eV: 0.8
SMILES: C=Cc1[nH]ccc1C.O
Molar mass, g/mol: 125.2

Mulliken atomic charge list, values in e, 2 entries:
1. C -0.759
2. C -0.541

---

x | Below is a cluster of 2 separate species, C7H11NO in total, with properties calculated with the ωB97M-V functional and the def2-TZVPD basis.

Atoms and positions in Å:
C -2.85 0.38 0.13
C -0.54 0.12 -0.32
C 0.03 1.37 0.04
C 1.43 1.47 0.32
C 2.30 0.56 -0.10
C 1.60 -0.54 -0.91
C 0.48 -1.07 -0.37
H -3.79 -0.45 0.36
H -2.41 0.72 1.12
H -3.63 1.26 -0.76
H -0.65 2.42 -0.34
H 1.97 2.01 1.40
H 3.30 0.35 0.51
H 2.23 -1.42 -0.94
H 1.30 -0.20 -2.04
H 0.10 -1.56 -1.15
H 0.99 -1.27 1.67
H -0.49 -1.97 1.00
N 0.46 -1.78 0.87
O -1.82 -0.37 -0.49

Properties
LUMO level, eV: 0.7
Molar mass, g/mol: 125.2

Mulliken atomic charge list, values in e, 2 entries:
1. C -0.766
2. C 0.077

---

y | Below is an isolated molecule of C7H11NO, with properties calculated with the ωB97M-V functional and the def2-TZVPD basis.

Atoms and positions in Å:
C 1.47 -0.47 1.25
C 0.87 -0.77 -0.12
C 1.60 0.10 -1.16
C -0.64 -0.62 -0.10
C -1.54 -1.71 -0.18
C -1.45 0.48 0.07
C -1.24 1.96 0.12
H 2.53 -0.73 1.30
H 1.36 0.59 1.50
H 1.02 -1.09 1.99
H 1.10 -1.83 -0.33
H 1.66 1.20 -0.96
H 2.65 -0.22 -1.27
H 1.09 -0.03 -2.14
H -1.29 -2.78 -0.25
H -1.22 2.38 -0.89
H -0.33 2.29 0.68
H -2.10 2.45 0.56
N -2.80 -1.29 -0.10
O -2.74 0.10 0.04

Properties
LUMO level, eV: 0.9
SMILES: Cc1oncc1C(C)C
Molar mass, g/mol: 125.2

Mulliken atomic charge list, values in e, 2 entries:
1. C -1.411
2. C 0.592

---

What should be chosen as the least stable of them? Choose x.

---

w | Below is a structure of composition C7H11NO, with properties calculated with the ωB97M-V functional and the def2-TZVPD basis.

Atoms and positions in Å:
C -1.30 -0.35 -1.48
C -0.88 0.01 -0.09
C -1.10 1.57 -0.04
C 0.54 0.73 -0.14
C 1.52 -0.47 0.28
C 0.76 -1.74 -0.07
C -0.31 -1.12 0.78
H -1.05 0.43 -2.68
H -1.21 -1.45 -1.72
H -2.39 0.04 -1.31
H -0.84 1.79 1.06
H -1.98 2.06 -0.59
H 0.88 1.40 0.77
H 2.54 -0.47 0.09
H 1.38 -2.69 0.30
H 0.43 -1.67 -1.15
H -0.81 -1.68 1.65
H 1.09 -1.29 2.24
N 0.76 -0.51 1.78
O 0.15 1.92 -0.82

Properties
LUMO level, eV: 0.9
Molar mass, g/mol: 125.2

Mulliken atomic charge list, values in e, 2 entries:
1. C -1.329
2. C 0.911

---

x | Below is an isolated molecule of C7H11NO, with properties calculated with the ωB97M-V functional and the def2-TZVPD basis.

Atoms and positions in Å:
C 0.48 -0.68 -0.18
C 0.03 -0.56 1.17
C -1.02 -1.05 1.88
C -0.56 -0.58 -1.19
C 0.33 0.70 -0.87
C 0.16 1.85 -0.18
C -1.03 2.64 -0.18
H 2.28 -1.15 0.49
H 1.42 -2.39 0.56
H 0.74 0.24 1.78
H -1.22 -0.70 3.11
H -1.65 -1.73 1.19
H -1.64 -1.00 -1.06
H 0.71 -1.69 -2.14
H 1.27 0.61 -1.67
H 0.99 2.30 0.39
H -1.59 2.46 -1.00
H -1.27 3.49 0.52
N 1.56 -1.60 -0.18
O 0.02 -1.16 -2.43

Properties
LUMO level, eV: 0.8
SMILES: C=C[C@@H]1[C@@H](O)[C@]1(N)C=C
Molar mass, g/mol: 125.2

Mulliken atomic charge list, values in e, 2 entries:
1. C 1.037
2. C -0.596

---

What should be chosen as the least stable of them? Choose w.

---

w | Below is a cluster of 5 separate species, H10O5 in total, with properties calculated with the ωB97M-V functional and the def2-TZVPD basis.

Atoms and positions in Å:
O 1.04 -2.07 1.58
H 1.96 -1.88 1.75
H 0.59 -1.78 2.37
O 2.41 -1.33 -1.35
H 1.46 -1.46 -1.40
H 2.68 -1.76 -0.54
O 0.73 1.66 -1.29
H 1.26 2.42 -1.50
H 0.87 1.06 -2.02
O -3.56 1.82 0.90
H -4.11 1.95 0.13
H -2.87 1.24 0.61
O -1.20 0.07 0.35
H -0.64 -0.71 0.38
H -0.62 0.76 0.04

Properties
2S+1: 2
Total charge: +1
LUMO level (spin up / spin down), eV: -3.6 / -11.8
Molar mass, g/mol: 90.1

Mulliken atomic charge list, values in e, 2 entries:
1. O -0.626
2. H 0.328

---

x | Below is a cluster of 5 separate species, H10O5 in total, with properties calculated with the ωB97M-V functional and the def2-TZVPD basis.

Atoms and positions in Å:
O 3.16 0.91 -1.92
H 2.69 1.63 -2.35
H 2.69 0.79 -1.10
O 0.94 1.02 0.29
H 0.04 0.87 -0.01
H 0.95 1.93 0.58
O -1.85 1.12 -0.62
H -1.85 0.57 -1.41
H -1.98 0.50 0.10
O 0.35 -1.84 1.11
H 0.50 -2.66 0.64
H 1.14 -1.32 0.94
O -2.27 -1.01 0.90
H -1.51 -1.13 1.47
H -3.00 -1.37 1.39

Properties
2S+1: 2
Total charge: +1
LUMO level (spin up / spin down), eV: -3.6 / -11.8
Molar mass, g/mol: 90.1

Mulliken atomic charge list, values in e, 2 entries:
1. O -0.355
2. H 0.390

---

y | Below is a cluster of 5 separate species, H10O5 in total, with properties calculated with the ωB97M-V functional and the def2-TZVPD basis.

Atoms and positions in Å:
O 0.84 -0.53 1.33
O -5.49 2.17 -11.07
O -2.49 1.28 4.40
O 6.92 -4.42 3.58
O -0.74 1.67 1.59
H 1.25 -1.23 0.80
H -6.35 1.80 -11.41
H -1.64 1.01 4.71
H 7.58 -3.89 3.13
H -0.32 2.53 1.72
H 1.32 -0.64 2.17
H -5.77 2.69 -10.26
H -2.56 1.37 3.45
H 7.38 -4.91 4.27
H 0.07 1.13 1.60

Properties
2S+1: 2
Total charge: +1
LUMO level (spin up / spin down), eV: -4.1 / -11.9
Molar mass, g/mol: 90.1

Mulliken atomic charge list, values in e, 2 entries:
1. O -0.702
2. O -0.654

---

What should be chosen as the least stable of them? Choose y.